Computed, not measured: a structure of composition C6H18F6K2N3O20P2S6 at a distorted geometry, with ωB97M-V/def2-TZVPD.

Structure (XYZ):
```
63
C6H18F6K2N3O20P2S6, DFT ωB97M-V/def2-TZVPD
K -0.55 1.13 -1.43
K -2.10 3.69 0.48
N -1.32 -1.16 -4.01
S -0.72 -1.77 -2.74
O -1.12 -3.14 -2.44
O -0.12 -0.94 -1.73
F 0.64 -2.15 -3.46
S -2.82 -0.80 -3.31
O -2.88 -0.08 -2.08
O -3.90 -1.71 -3.71
F -3.21 0.36 -4.38
N -3.04 4.06 -1.07
S -2.08 3.97 -2.28
O -2.49 4.50 -3.58
O -1.26 2.81 -2.26
F -1.03 5.17 -1.93
S -4.27 3.08 -1.74
O -3.95 1.77 -2.31
O -5.34 3.76 -2.43
F -5.01 2.72 -0.34
N -1.36 1.66 0.10
S -2.60 1.03 0.58
O -3.45 1.89 1.41
O -2.62 -0.40 0.79
F -3.35 0.93 -0.87
S -0.54 1.31 1.54
O 0.73 0.63 1.50
O -1.22 1.12 2.87
F 0.07 2.82 1.60
C 2.20 3.54 -0.21
O 2.40 2.42 0.71
P 2.26 0.96 0.14
O 1.15 0.75 -0.80
O 3.73 0.62 -0.45
C 3.98 -0.54 -1.22
O 2.25 0.11 1.53
C 3.43 -0.03 2.34
H 1.72 3.33 -1.17
H 3.08 4.18 -0.19
H 1.45 4.11 0.34
H 3.06 -1.09 -1.44
H 4.61 -1.21 -0.63
H 4.48 -0.35 -2.17
H 3.45 -0.97 2.88
H 3.45 0.73 3.12
H 4.34 0.05 1.75
C 2.09 -1.63 2.84
O 1.73 -3.01 2.61
P 0.15 -3.38 2.32
O -0.61 -3.62 3.51
O -0.23 -2.13 1.36
C -1.50 -1.97 0.77
O 0.43 -4.61 1.25
C 1.36 -5.64 1.77
H 1.50 -0.72 2.76
H 2.95 -1.41 2.21
H 2.59 -1.53 3.80
H -1.53 -0.90 0.57
H -2.38 -2.37 1.26
H -1.47 -2.21 -0.30
H 1.38 -5.48 2.85
H 2.39 -5.60 1.43
H 1.04 -6.68 1.72
```

The HOMO energy comes out at -0.19657 Eh. As for the net charge: -1. The lowest unoccupied orbital energy is 0.05067 Eh.



Computed, not measured: an isolated molecule of C16H23BrN2O3S, with ωB97M-V/def2-TZVPD.

Structure (XYZ):
```
46
C16H23BrN2O3S, DFT ωB97M-V/def2-TZVPD
C -1.55 1.37 4.05
C -1.95 0.66 2.76
N -1.70 -0.76 2.86
S -1.88 -1.60 1.41
O -2.30 -2.92 1.76
O -2.73 -0.80 0.58
C -0.26 -1.75 0.66
C -0.05 -1.23 -0.60
C 1.20 -1.35 -1.18
C 2.20 -2.01 -0.49
Br 3.92 -2.17 -1.28
C 1.98 -2.56 0.76
C 0.73 -2.43 1.34
C -1.17 1.22 1.57
O -0.04 0.81 1.35
N -1.79 2.15 0.84
C -1.28 2.62 -0.44
C -2.24 2.16 -1.53
C -1.81 2.56 -2.94
C -2.01 4.05 -3.23
C -0.84 4.95 -2.83
C -0.13 4.60 -1.52
C -1.05 4.13 -0.39
H -1.83 2.42 4.00
H -0.47 1.31 4.18
H -2.04 0.90 4.90
H -3.03 0.77 2.58
H -0.81 -0.97 3.29
H -0.86 -0.72 -1.10
H 1.40 -0.94 -2.16
H 2.78 -3.07 1.28
H 0.52 -2.86 2.31
H -2.76 2.34 1.04
H -0.31 2.12 -0.56
H -2.34 1.08 -1.46
H -3.23 2.59 -1.34
H -0.76 2.28 -3.11
H -2.41 1.99 -3.65
H -2.92 4.38 -2.71
H -2.19 4.19 -4.29
H -0.09 4.94 -3.63
H -1.22 5.98 -2.77
H 0.61 3.82 -1.70
H 0.42 5.49 -1.19
H -0.58 4.36 0.56
H -2.00 4.66 -0.43
```

As for the SMILES: C[C@H](NS(=O)(=O)c1ccc(Br)cc1)C(=O)NC1CCCCCC1. The HOMO energy comes out at -0.33647 Eh. As for the net charge: 0. The calculation puts the energy above the lowest of the compared OMol25 structures with the same formula, charge and spin at 0.000 eV. The lowest unoccupied orbital energy is 0.02439 Eh.



Computed, not measured: a structure of composition C5H8O at a distorted geometry, with ωB97M-V/def2-TZVPD.

Structure (XYZ):
```
14
C5H8O, DFT ωB97M-V/def2-TZVPD
C -1.89 0.56 0.30
C -0.67 -0.09 -0.26
C 0.50 -0.73 0.44
C 1.35 0.09 -0.30
C 0.30 0.49 -1.24
O -0.60 -0.62 -1.55
H -1.65 1.24 1.13
H -2.58 -0.20 0.67
H -2.39 1.12 -0.50
H 1.87 -0.92 1.36
H 0.54 -1.82 0.47
H 2.20 0.69 -0.01
H 2.52 -1.01 0.85
H 0.23 1.34 -1.90
```

The HOMO energy comes out at -0.31648 Eh. As for the net charge: 0. The calculation puts the energy above the lowest of the compared OMol25 structures with the same formula, charge and spin at 6.820 eV. The lowest unoccupied orbital energy is 0.01756 Eh.



Computed, not measured: an isolated molecule of C3H5NO2 at a distorted geometry, with ωB97M-V/def2-TZVPD.

Structure (XYZ):
```
11
C3H5NO2, DFT ωB97M-V/def2-TZVPD
O -2.40 -0.38 0.34
C -1.50 0.37 0.58
C -0.39 0.66 -0.42
N 0.44 -0.53 -0.58
C 1.54 -0.65 0.21
O 1.85 0.00 1.16
H -1.48 0.88 1.56
H 0.24 1.45 -0.03
H -0.85 0.91 -1.37
H 0.42 -1.17 -1.36
H 2.14 -1.54 -0.09
```

As for the SMILES: O=CCNC=O. The HOMO energy comes out at -0.36275 Eh. As for the net charge: 0. The calculation puts the energy above the lowest of the compared OMol25 structures with the same formula, charge and spin at 1.062 eV. The lowest unoccupied orbital energy is 0.02499 Eh.



Computed, not measured: a cluster of 3 separate species, C17H30N2O9P in total at a distorted geometry, with ωB97M-V/def2-TZVPD.

Structure (XYZ):
```
59
C17H30N2O9P, DFT ωB97M-V/def2-TZVPD
C -4.04 1.19 -3.57
C -3.50 1.58 -5.00
C -2.26 0.70 -5.49
C -1.22 1.63 -6.21
N -1.68 -0.17 -4.43
C -0.71 0.21 -3.54
C -0.15 -0.69 -2.56
O 0.82 -0.32 -1.63
N 0.22 -0.57 -0.35
O 0.89 -1.27 0.29
C -0.63 -2.09 -2.48
C -1.68 -2.46 -3.43
P -2.36 -4.19 -3.32
O -1.42 -4.99 -2.47
C -2.16 -1.47 -4.37
H -4.66 2.05 -3.21
H -4.68 0.27 -3.69
H -3.23 1.05 -2.80
H -3.20 2.66 -4.99
H -4.35 1.41 -5.72
H -2.66 0.01 -6.28
H -0.68 2.33 -5.53
H -0.51 0.99 -6.82
H -1.77 2.25 -6.96
H -0.34 1.26 -3.59
H -0.20 -2.79 -1.73
H -3.61 -4.08 -2.62
H -2.63 -4.74 -4.61
H -2.96 -1.78 -5.09
C 1.98 -1.32 3.03
C 1.47 -2.74 3.02
O 2.23 -3.57 3.92
C 1.94 -3.42 5.22
O 1.11 -2.67 5.68
O 2.75 -4.22 5.92
C 2.61 -4.09 7.33
H 3.05 -1.29 2.82
H 1.46 -0.72 2.29
H 1.83 -0.85 4.00
H 1.60 -3.17 2.03
H 0.41 -2.80 3.26
H 1.58 -4.21 7.65
H 3.00 -3.12 7.65
H 3.21 -4.87 7.79
C 2.90 1.79 2.05
C 1.62 2.33 1.45
O 0.82 3.00 2.43
C 1.24 4.22 2.78
O 2.20 4.80 2.34
O 0.41 4.69 3.73
C 0.80 5.95 4.26
H 2.68 1.15 2.91
H 3.46 1.21 1.31
H 3.54 2.59 2.41
H 1.02 1.51 1.07
H 1.82 3.00 0.61
H 0.94 6.69 3.47
H 1.71 5.84 4.85
H 0.00 6.29 4.92
```

The HOMO energy comes out at -0.45215 Eh. As for the net charge: +1. The lowest unoccupied orbital energy is -0.18705 Eh.



Computed, not measured: a cluster of 2 separate species, C5H11N3 in total, with ωB97M-V/def2-TZVPD.

Structure (XYZ):
```
19
C5H11N3, DFT ωB97M-V/def2-TZVPD
N 1.90 1.71 2.53
C 1.89 1.13 1.39
N 0.94 0.24 0.93
N 2.96 1.30 0.53
H 1.11 1.39 3.09
H -0.02 0.44 1.18
H 1.07 -0.14 0.01
H 2.75 1.36 -0.45
H 3.59 2.03 0.83
C -2.92 -0.58 0.12
C -2.37 -1.36 -0.80
C -1.73 -0.90 -2.02
C -1.14 -1.73 -2.88
H -3.00 0.50 0.00
H -3.35 -0.97 1.03
H -2.29 -2.42 -0.56
H -1.75 0.16 -2.22
H -0.66 -1.38 -3.77
H -1.14 -2.80 -2.67
```

As for the SMILES: N=C(N)N.C=CC=C. The HOMO energy comes out at -0.32862 Eh. As for the net charge: 0. The calculation puts the energy above the lowest of the compared OMol25 structures with the same formula, charge and spin at 1.158 eV. The lowest unoccupied orbital energy is 0.02368 Eh.



Computed, not measured: a cluster of 5 separate species, CH10NO6 in total at a distorted geometry, with ωB97M-V/def2-TZVPD.

Structure (XYZ):
```
18
CH10NO6, DFT ωB97M-V/def2-TZVPD
N 0.68 2.08 0.23
C 0.13 0.80 0.09
O -0.89 0.56 0.77
O 0.77 -0.06 -0.59
H 0.22 2.56 0.98
H 1.50 2.31 -0.29
H 0.94 -2.13 -1.96
H -0.18 -1.26 -1.72
O 0.09 -1.93 -2.39
H -0.88 -0.37 3.07
H -0.60 -1.04 1.78
O -0.69 -1.25 2.74
H 2.87 1.43 -1.34
H 1.61 0.98 -2.09
O 2.22 1.72 -1.99
H -2.66 -1.08 0.23
H -2.19 -1.69 1.52
O -2.96 -1.65 0.95
```

The HOMO energy comes out at -0.20139 Eh. As for the net charge: -1. The calculation puts the energy above the lowest of the compared OMol25 structures with the same formula, charge and spin at 0.840 eV. The lowest unoccupied orbital energy is 0.13370 Eh.



Computed, not measured: a cluster of 17 separate species, CH33O19 in total at a distorted geometry, with ωB97M-V/def2-TZVPD.

Structure (XYZ):
```
53
CH33O19, DFT ωB97M-V/def2-TZVPD
C 0.15 -0.32 -0.33
O 0.00 0.91 -0.45
O -0.22 -0.91 0.85
O 0.56 -1.01 -1.24
H -0.56 -0.23 1.38
O 0.96 2.40 2.32
H 1.59 1.90 1.81
H 0.50 1.71 2.75
O 2.84 -1.22 1.94
H 2.05 -0.92 2.40
H 2.53 -1.60 1.14
O 0.46 -3.07 2.48
H -0.24 -2.47 2.66
H -0.04 -3.67 1.91
O -2.81 -2.05 0.50
H -3.10 -1.99 1.41
H -2.03 -1.49 0.34
O -1.33 -1.66 4.12
H -1.36 -0.80 3.68
H -1.02 -1.37 4.96
O -0.36 2.66 -3.23
H -0.49 3.59 -3.14
H -0.92 2.19 -2.62
O 2.25 2.06 -2.47
H 2.92 2.75 -2.38
H 1.38 2.49 -2.50
O -0.33 -3.66 -1.59
H -0.60 -2.75 -1.50
H -1.16 -4.16 -1.60
O 2.33 -1.77 -3.32
H 1.85 -2.44 -3.77
H 1.88 -1.52 -2.51
O -0.55 -0.25 -3.73
H -0.14 -0.41 -2.89
H -0.74 -1.07 -4.08
O -3.21 0.79 1.11
H -2.79 1.08 0.32
H -3.94 1.35 1.22
O -2.24 1.82 -1.35
H -1.36 1.60 -1.02
H -2.46 2.74 -1.15
O -1.38 0.79 3.15
H -2.18 0.93 2.67
H -1.55 1.16 4.02
O 2.71 1.80 0.30
H 3.65 1.87 0.11
H 2.36 1.69 -0.59
O 2.39 -2.68 -0.39
H 2.05 -3.58 -0.17
H 1.62 -2.13 -0.65
O 0.32 3.86 -0.40
H 0.38 2.95 -0.14
H -0.62 4.10 -0.36
```

The HOMO energy comes out at -0.25712 Eh. As for the net charge: -1. The calculation puts the energy above the lowest of the compared OMol25 structures with the same formula, charge and spin at 0.643 eV. The lowest unoccupied orbital energy is 0.06930 Eh.



Computed, not measured: a structure of composition C24H46N2O4PS4SbScSi3 at a distorted geometry, with ωB97M-V/def2-TZVPD.

Structure (XYZ):
```
86
C24H46N2O4PS4SbScSi3, DFT ωB97M-V/def2-TZVPD
Sc -0.42 -0.60 1.75
O -0.57 -3.88 4.12
C -0.47 -3.10 3.20
O -0.65 -1.82 3.22
C -0.09 -3.63 1.81
C 0.00 -4.99 1.57
C 0.29 -5.42 0.29
C 0.49 -4.47 -0.70
C 0.41 -3.13 -0.37
N 0.11 -2.71 0.86
H -0.16 -5.67 2.40
H 0.34 -6.48 0.06
H 0.73 -4.76 -1.72
H 0.57 -2.36 -1.11
O 2.07 -0.08 8.01
C 1.71 0.06 6.89
S 0.14 0.74 6.42
C 0.37 0.66 4.70
C 1.57 0.09 4.25
S 2.00 -0.07 2.62
S 2.69 -0.43 5.47
S -0.80 1.33 3.68
O -0.56 0.86 0.59
N 0.33 0.08 -0.05
C -4.00 1.18 1.65
C -4.24 -0.33 1.60
P -2.85 -1.24 0.81
C -3.44 -2.99 0.76
C -4.95 -3.22 0.70
C -2.91 -0.67 -0.95
C -4.18 -0.85 -1.77
H -4.74 1.66 2.28
H -4.06 1.62 0.65
H -3.01 1.42 2.05
H -5.16 -0.54 1.08
H -4.32 -0.73 2.62
H -3.03 -3.48 1.65
H -2.95 -3.45 -0.11
H -5.43 -2.91 1.63
H -5.15 -4.29 0.57
H -5.42 -2.69 -0.12
H -2.07 -1.18 -1.45
H -2.64 0.38 -0.89
H -4.40 -1.90 -1.95
H -4.06 -0.37 -2.74
H -5.04 -0.39 -1.28
C 2.90 3.32 1.52
Si 3.77 2.28 0.21
C 4.51 3.33 -1.17
C 4.95 0.88 0.59
Sb 1.59 1.30 -1.05
Si -0.14 3.27 -1.48
C -0.74 4.04 0.13
C -1.46 2.42 -2.54
C 0.80 4.51 -2.54
Si 2.08 -0.27 -3.08
C 0.48 -0.86 -3.89
C 2.99 0.93 -4.23
C 3.15 -1.69 -2.45
H 3.61 3.77 2.21
H 2.20 2.70 2.09
H 2.33 4.12 1.03
H 5.38 3.86 -0.80
H 3.81 4.07 -1.56
H 4.83 2.70 -2.00
H 5.80 1.24 1.17
H 5.34 0.46 -0.34
H 4.48 0.08 1.16
H -0.86 3.29 0.91
H -1.71 4.52 -0.03
H -0.04 4.80 0.49
H -2.45 2.51 -2.09
H -1.24 1.36 -2.67
H -1.51 2.88 -3.53
H 1.60 5.01 -1.98
H 0.11 5.28 -2.88
H 1.25 4.05 -3.42
H 0.13 -0.13 -4.61
H -0.31 -1.03 -3.16
H 0.64 -1.80 -4.42
H 2.40 1.84 -4.37
H 3.15 0.48 -5.21
H 3.96 1.22 -3.82
H 2.66 -2.66 -2.59
H 3.37 -1.58 -1.38
H 4.10 -1.73 -2.98
```

The HOMO energy (alpha / beta) comes out at -0.35808 / -0.39259 Eh. As for the net charge: +1. The calculation puts the energy above the lowest of the compared OMol25 structures with the same formula, charge and spin at 0.800 eV. The lowest unoccupied orbital energy (alpha / beta) is -0.13843 / -0.15109 Eh.



Computed, not measured: a cluster of 2 separate species, C10H16 in total at a distorted geometry, with ωB97M-V/def2-TZVPD.

Structure (XYZ):
```
26
C10H16, DFT ωB97M-V/def2-TZVPD
C -0.04 1.52 -2.07
C -0.13 0.07 -1.71
C -1.36 -0.61 -1.40
C -1.30 -1.94 -1.13
C -0.10 -2.68 -1.13
C 1.05 -2.04 -1.48
C 1.04 -0.63 -1.57
H 0.87 1.91 -1.64
H -0.92 2.09 -1.78
H 0.00 1.67 -3.16
H -2.25 0.00 -1.44
H -2.29 -2.36 -0.94
H -0.19 -3.76 -1.20
H 2.01 -2.53 -1.57
H 1.96 -0.11 -1.77
C -0.11 2.05 1.68
C 0.01 0.54 1.70
C 0.56 -0.08 3.00
H 0.08 2.47 0.69
H -1.14 2.34 1.86
H 0.62 2.50 2.35
H -0.92 0.01 1.47
H 0.72 0.17 0.96
H 1.47 0.35 3.42
H -0.21 0.22 3.75
H 0.56 -1.16 3.12
```

As for the SMILES: Cc1ccccc1.CCC. The HOMO energy comes out at -0.32991 Eh. As for the net charge: 0. The calculation puts the energy above the lowest of the compared OMol25 structures with the same formula, charge and spin at 0.891 eV. The lowest unoccupied orbital energy is 0.03688 Eh.



Computed, not measured: a structure of composition C34H27AsBrN2O2Rh, with ωB97M-V/def2-TZVPD.

Structure (XYZ):
```
68
C34H27AsBrN2O2Rh, DFT ωB97M-V/def2-TZVPD
Rh -0.25 -0.38 0.29
O 2.48 0.77 -1.81
C 3.46 1.49 -1.20
C 4.51 1.99 -1.97
C 5.52 2.72 -1.37
C 5.51 2.95 0.00
C 4.46 2.46 0.77
C 3.43 1.74 0.17
C 2.23 1.32 0.99
O 1.73 0.09 0.75
N 1.16 2.36 0.74
N -0.06 1.98 0.65
C -1.05 2.87 0.54
C -2.37 2.44 0.49
Br -2.68 0.56 0.53
C -3.50 3.23 0.37
C -3.60 4.64 0.53
C -4.66 5.29 -0.13
C -4.79 6.66 -0.06
C -3.91 7.40 0.72
C -2.89 6.77 1.44
C -2.73 5.40 1.35
H 2.13 0.16 -1.13
H 4.51 1.78 -3.04
H 6.33 3.09 -1.97
H 6.31 3.50 0.47
H 4.44 2.63 1.84
H 2.46 1.47 2.06
H 1.41 3.35 0.76
H -0.83 3.93 0.44
H -4.42 2.72 0.09
H -5.36 4.71 -0.72
H -5.59 7.16 -0.60
H -4.02 8.47 0.79
H -2.25 7.34 2.08
H -2.00 4.91 1.97
C 0.00 -7.50 2.11
C -0.96 -7.02 1.23
C -1.05 -5.66 0.96
C -0.16 -4.80 1.60
C 0.79 -5.27 2.50
C 0.87 -6.63 2.74
As -0.18 -2.89 1.24
C 1.13 -2.65 -0.18
C 2.51 -2.79 -0.07
C 3.29 -2.62 -1.20
C 2.71 -2.29 -2.43
C 1.35 -2.11 -2.54
C 0.54 -2.29 -1.41
C -0.93 -2.22 -1.38
C -1.77 -1.89 -2.46
C -3.14 -1.97 -2.31
C -3.70 -2.37 -1.09
C -2.90 -2.66 -0.01
C -1.51 -2.61 -0.15
H 0.06 -8.56 2.31
H -1.64 -7.70 0.74
H -1.79 -5.30 0.26
H 1.46 -4.59 3.01
H 1.61 -7.01 3.43
H 2.97 -3.04 0.88
H 4.36 -2.76 -1.13
H 3.34 -2.16 -3.30
H 0.91 -1.85 -3.49
H -1.34 -1.60 -3.41
H -3.78 -1.74 -3.15
H -4.78 -2.45 -1.01
H -3.35 -2.97 0.93
```

The HOMO energy (alpha / beta) comes out at -0.48370 / -0.48329 Eh. Its expectation value of S² is 6.08. As for the net charge: +2. The spin multiplicity is 5. The calculation puts the energy above the lowest of the compared OMol25 structures with the same formula, charge and spin at 0.067 eV. The lowest unoccupied orbital energy (alpha / beta) is -0.25129 / -0.31808 Eh.



Computed, not measured: an isolated molecule of C5H6Si at a distorted geometry, with ωB97M-V/def2-TZVPD.

Structure (XYZ):
```
12
C5H6Si, DFT ωB97M-V/def2-TZVPD
C -1.28 -0.77 -0.35
C -1.97 0.32 -0.13
C 0.22 -0.79 -0.20
C 1.03 0.41 -0.59
C 0.88 -0.01 0.89
Si 0.16 1.67 0.49
H -1.71 -1.72 -0.65
H -3.00 0.59 -0.17
H 0.67 -1.75 -0.43
H 1.91 0.34 -1.21
H 1.64 -0.43 1.53
H 0.58 2.98 0.95
```

The HOMO energy comes out at -0.31303 Eh. As for the net charge: 0. The calculation puts the energy above the lowest of the compared OMol25 structures with the same formula, charge and spin at 2.795 eV. The lowest unoccupied orbital energy is 0.01502 Eh.